The following is a quantum chemistry calculation of a molecular structure, C10H7Cl2N2O6PdS, from the OMol25 dataset.

Geometry as ORCA input:
```
! RIJCOSX wB97M-V def2-TZVPD def2/J DEFGRID3
* xyz -1 1
Pd 0.25841 0.04526 -1.82191
Cl -3.41348 -1.74450 1.74869
C -2.12034 -0.59060 1.88948
C -1.89180 0.00032 3.12619
C -0.88322 0.90941 3.30123
Cl -0.62868 1.62128 4.87723
C -0.04779 1.26319 2.22117
C 1.02386 2.17627 2.32430
C 1.78996 2.46012 1.23296
C 1.49757 1.84177 0.01072
N 0.50512 0.98490 -0.10501
C -0.28921 0.66104 0.96029
C -1.35740 -0.31670 0.73133
O -1.55242 -0.84703 -0.38921
H -2.52584 -0.26921 3.96037
H 1.22345 2.64279 3.27907
H 2.61590 3.15524 1.28650
H 2.05459 2.04776 -0.89170
O -0.70180 1.81663 -2.62602
N 0.15706 2.57154 -3.18159
O 1.32044 2.19970 -3.16037
C -0.26796 -3.38085 -1.99221
S 0.99182 -2.36242 -2.70118
O 0.26155 -1.27717 -3.44034
O 1.82857 -3.18550 -3.52084
O 1.65522 -1.68548 -1.55799
H -0.72827 -3.95319 -2.79437
H -0.98813 -2.73726 -1.48784
H 0.21281 -4.04730 -1.27895
*
```

For the energy above the lowest of the compared OMol25 structures with the same formula, charge and spin, the calculation gives 94.90 kJ/mol. The HOMO-LUMO gap is 0.260 Ha.